4 unconnected molecules or ions with the total composition C51H43BNO8. Source: OMol25; level of theory: wB97M-V/def2-TZVPD.

The geometry in XYZ format:
```
104
Properties=species:S:1:pos:R:3:forces:R:3:mulliken_charge:R:1
C -4.895552 0.825153 1.840482 0.0 -0.1 0.0 -1.36
C -4.277016 0.520564 0.474465 0.0 0.0 0.2 -0.10
C -2.922136 -0.191409 0.579514 -0.1 -0.3 0.0 -0.29
C -2.145492 -0.160365 -0.734132 0.5 0.8 0.8 -0.91
C -0.956879 -1.151340 -0.855455 -0.4 -0.5 -0.8 0.13
C -0.620150 -1.878438 0.406092 0.0 -0.3 0.1 -0.27
O -1.006808 -2.998266 0.679362 0.0 0.6 -0.1 -0.65
N 0.294764 -1.181903 1.314822 -0.2 0.1 0.0 0.39
C -0.297660 -0.957780 2.635287 -0.1 -0.3 0.1 -1.26
C 1.544889 -1.937867 1.351469 0.1 0.2 0.0 -1.13
B -1.584379 1.210631 -1.046226 -0.3 -0.1 0.0 0.48
C -1.188299 2.332376 0.025697 -0.4 0.0 0.1 -1.05
O -1.267863 1.571951 -2.411536 0.6 0.4 0.0 -0.27
H -4.339245 1.617342 2.352149 0.0 -0.1 0.0 0.29
H -5.943123 1.133439 1.762247 0.1 0.0 0.0 0.42
H -4.859058 -0.060306 2.485524 0.0 0.0 0.0 0.28
H -4.962779 -0.098992 -0.114059 0.1 0.1 -0.1 0.30
H -4.128318 1.464811 -0.064363 -0.1 -0.1 -0.1 0.10
H -3.129585 -1.227360 0.896027 0.1 0.1 0.0 0.69
H -2.407501 0.283340 1.445118 0.0 0.0 -0.1 -0.29
H -0.033613 -0.615011 -1.132036 -0.1 0.0 0.1 -0.05
H -1.109487 -1.928199 -1.625803 0.0 0.0 0.2 0.43
H -1.262342 -1.471152 2.725163 0.1 0.0 0.0 0.48
H 0.356649 -1.362956 3.415576 0.0 0.1 0.0 0.47
H -0.474987 0.106009 2.813128 0.1 -0.1 0.0 0.21
H 1.395536 -3.005041 1.573519 0.0 0.0 0.0 0.39
H 2.042436 -1.842586 0.383024 0.0 -0.2 0.1 0.25
H 2.206896 -1.517902 2.114054 -0.1 0.1 -0.1 0.48
H -0.767377 1.863149 0.923362 0.0 0.1 0.0 0.24
H -0.493325 3.083671 -0.359900 -0.1 0.0 0.0 0.27
H -2.099682 2.851977 0.358683 0.1 0.1 0.0 0.30
H -2.089412 1.730317 -2.877217 -0.1 -0.5 -0.1 0.09
C -0.029218 -1.899172 -5.268766 0.1 0.0 0.1 -0.71
C 0.150502 -1.447494 -3.965400 0.0 0.1 -0.1 0.13
C 1.021507 -2.113493 -3.119681 0.1 -0.1 -0.2 -0.68
C 1.702657 -3.237602 -3.568427 0.0 0.0 0.1 0.13
C 1.506165 -3.704887 -4.869910 0.0 -0.1 -0.1 0.27
C 0.644418 -3.022989 -5.721833 0.0 0.0 0.0 -0.76
C 2.187252 -4.934795 -5.353847 -0.1 0.1 0.0 0.59
O 2.038641 -5.347075 -6.486244 0.0 0.0 0.0 -0.69
C 3.064437 -5.666114 -4.385666 0.0 0.0 0.0 0.11
C 3.672423 -6.848593 -4.791648 0.0 0.0 0.0 -0.55
C 4.494497 -7.539506 -3.918053 0.0 0.0 0.0 -0.47
C 4.719248 -7.050709 -2.635250 0.0 0.0 0.0 -0.52
C 4.115872 -5.874642 -2.224594 0.0 -0.1 0.0 -0.46
C 3.283279 -5.182632 -3.095734 0.0 0.0 0.0 0.10
C 2.629272 -3.925264 -2.626581 -0.3 0.2 -0.1 0.42
O 2.831128 -3.473321 -1.520689 0.2 -0.2 0.1 -0.62
H -0.707468 -1.375689 -5.930296 0.0 0.0 0.0 0.42
H -0.392271 -0.581586 -3.601540 0.0 0.0 0.1 0.62
H 1.169949 -1.779334 -2.103834 0.1 0.0 -0.1 0.53
H 0.506438 -3.392317 -6.728945 0.0 0.0 0.0 0.45
H 3.486922 -7.210093 -5.793844 0.0 0.0 0.0 0.47
H 4.962930 -8.462531 -4.234955 0.0 0.0 0.0 0.39
H 5.364931 -7.591376 -1.955185 0.0 0.0 0.0 0.39
H 4.272260 -5.476445 -1.231154 0.0 0.0 0.0 0.48
C -0.445044 2.930225 -6.761532 0.0 0.0 0.0 -0.83
C -0.367806 2.453457 -5.458662 0.0 0.0 0.0 -0.22
C 0.511898 3.026379 -4.554065 0.1 -0.1 0.0 -0.47
C 1.330204 4.074932 -4.958913 0.0 0.0 0.0 0.05
C 1.261810 4.548236 -6.274697 0.0 0.0 0.0 0.23
C 0.366631 3.975559 -7.170185 0.0 0.0 0.0 -0.59
C 2.138826 5.650918 -6.751996 0.0 0.0 0.0 0.64
O 2.076213 6.071729 -7.889310 0.0 0.0 0.0 -0.69
C 3.114176 6.227648 -5.778671 0.0 0.0 0.0 0.17
C 3.978540 7.230242 -6.204914 0.0 0.0 0.0 -0.55
C 4.883656 7.785577 -5.317747 0.0 0.0 0.0 -0.46
C 4.926683 7.345867 -3.998403 0.0 0.0 0.0 -0.47
C 4.070255 6.346460 -3.570418 0.0 0.0 0.0 -0.51
C 3.164407 5.780238 -4.459789 0.0 0.0 0.0 0.14
C 2.265357 4.685199 -3.972800 0.0 0.0 -0.1 0.37
O 2.313374 4.318920 -2.820931 0.0 0.0 0.0 -0.64
H -1.139748 2.482834 -7.461158 0.0 0.0 0.0 0.40
H -0.991021 1.631586 -5.130500 0.0 0.0 0.0 0.48
H 0.550295 2.651297 -3.539742 0.0 0.1 0.0 0.68
H 0.323383 4.359136 -8.180344 0.0 0.0 0.0 0.46
H 3.925191 7.559125 -7.233723 0.0 0.0 0.0 0.46
H 5.558128 8.563652 -5.651513 0.0 0.0 0.0 0.39
H 5.632164 7.784350 -3.304391 0.0 0.0 0.0 0.39
H 4.087203 5.987344 -2.550444 0.0 0.0 0.0 0.49
C -4.195100 2.666623 9.204490 0.0 0.0 0.0 -0.50
C -4.297353 2.023765 10.433896 0.0 0.0 0.0 -0.45
C -3.744337 0.767286 10.609483 0.0 0.0 0.0 -0.57
C -3.091080 0.142955 9.552629 0.0 0.0 0.0 0.21
C -2.999344 0.783290 8.317179 0.0 0.0 0.0 0.01
C -3.548030 2.049029 8.148240 0.0 0.0 0.0 -0.51
C -2.328746 0.129952 7.151770 0.0 0.0 0.1 0.54
O -2.233914 0.697942 6.088342 0.0 0.0 0.0 -0.65
C -1.784746 -1.244070 7.355090 0.0 0.0 0.0 0.00
C -1.202426 -1.899511 6.276829 0.0 0.0 0.0 -0.75
C -0.679505 -3.170565 6.442365 0.0 0.0 0.0 -0.36
C -0.729790 -3.789630 7.686562 0.0 0.0 0.0 -0.56
C -1.312161 -3.143229 8.763489 0.0 0.0 0.0 -0.63
C -1.847750 -1.870502 8.601755 0.0 0.0 0.0 0.49
C -2.490788 -1.206498 9.770383 0.0 0.0 0.0 0.56
O -2.530730 -1.739880 10.859631 0.0 0.0 0.0 -0.68
H -4.624760 3.650881 9.070786 0.0 0.0 0.0 0.39
H -4.810398 2.506375 11.255701 0.0 0.0 0.0 0.40
H -3.808801 0.252208 11.558120 0.0 0.0 0.0 0.47
H -3.460723 2.527650 7.182336 0.0 0.0 0.0 0.51
H -1.172599 -1.403194 5.316108 0.0 0.0 0.0 0.70
H -0.234474 -3.679589 5.597283 0.0 0.0 0.0 0.52
H -0.316973 -4.782064 7.813077 0.0 0.0 0.0 0.38
H -1.365120 -3.610331 9.737342 0.0 0.0 0.0 0.47
```
Positions in Å, forces in eV/Å.

Summary:
**Multiplicity**: 1
**HOMO**: -2.3 eV
**DFT total energy**: -2650.8459 hartree
**Net charge**: -1
**Orbital gap**: 2.83 eV